Entry from the OMol25 dataset: 9 unconnected molecules or ions with the total composition C60H129N6O6 in a non-equilibrium geometry (wB97M-V/def2-TZVPD).

largest force on an atom = 5.150 eV/A
charge = +3
energy above the lowest of the compared OMol25 structures with the same formula, charge and spin = 114.01 kcal per mole
orbital gap = 0.21888 Ha

Each line ends with the Mulliken charge.
Cartesian coordinates (Å):
H1 -4.365 0.479 -4.957  0.665
H2 4.521 -0.348 -3.210  0.734
H3 3.730 0.671 6.619  0.408
H4 1.213 4.972 1.546  0.361
H5 4.290 -3.247 4.534  0.404
H6 3.493 -2.980 0.757  -0.317
H7 -0.524 6.424 2.425  0.390
C1 -4.635 4.291 4.032  -1.435
C2 -1.792 6.621 0.663  -0.485
H8 0.206 -0.912 1.531  0.231
H9 4.115 2.999 7.686  0.435
C3 -1.892 -3.844 -2.372  0.738
H10 1.744 3.558 8.428  0.442
H11 -3.441 -3.678 -0.073  0.437
C4 0.769 1.199 -5.154  1.101
C5 -0.894 -2.629 -5.146  1.244
H12 -1.803 -6.653 -4.542  0.379
H13 5.970 1.892 -3.524  0.457
H14 -3.876 3.910 4.715  0.261
H15 -0.219 -0.173 4.823  0.374
H16 2.530 -2.248 2.209  0.578
H17 2.524 -5.879 2.195  0.583
H18 -4.470 4.604 0.005  0.405
H19 -5.805 1.720 -2.841  0.436
H20 2.287 0.433 4.537  0.377
C6 -3.811 5.468 -0.082  -1.278
H21 5.929 -2.772 0.628  0.212
H22 4.076 0.586 -4.522  0.316
H23 0.672 5.154 -0.098  0.195
H24 0.179 7.321 1.123  0.532
O1 3.278 -4.828 -1.477  -0.648
N1 2.119 2.184 -3.040  0.762
C7 -0.371 0.750 5.382  -1.193
C8 0.878 2.384 -2.172  0.031
H25 2.584 2.306 -5.142  0.606
H26 2.786 0.715 -1.666  0.267
C9 -0.168 -0.342 -0.479  -0.289
H27 4.473 -1.964 -1.504  0.683
C10 4.091 0.628 -3.433  -0.939
H28 -1.757 -4.541 -5.649  0.393
H29 3.628 -2.126 -2.942  0.744
H30 1.613 -0.362 0.808  -0.334
H31 5.259 1.700 -1.875  0.249
C11 -0.494 3.889 1.020  1.879
C12 -0.436 6.447 1.339  -0.952
C13 -7.149 -1.221 -2.402  -0.283
C14 4.734 -4.724 2.311  -0.667
H32 -2.938 -3.448 -4.808  0.390
H33 -3.204 -5.654 -4.104  0.422
C15 -2.981 2.162 -3.167  -1.278
H34 -2.124 -2.791 0.141  -0.044
O2 -1.050 0.489 -0.096  -0.670
C16 1.679 2.350 -4.536  -1.000
N2 -1.509 -4.586 -3.665  0.302
H35 -3.009 -1.200 -1.981  -0.223
C17 -0.846 1.826 4.336  0.620
C18 2.100 1.211 5.277  -1.027
H36 0.082 0.946 -4.346  -0.513
H37 4.632 -5.019 1.267  0.534
H38 -3.491 5.606 -1.115  0.462
H39 2.526 -3.047 4.392  0.440
C19 0.323 5.112 0.933  -0.515
H40 0.916 -4.452 3.813  0.353
H41 -0.535 -4.385 -0.945  0.265
H42 0.268 -5.540 -2.697  0.299
C20 4.649 -1.773 2.108  -0.724
H43 2.733 -2.371 -1.421  -0.417
C21 -5.122 1.138 -2.222  -1.478
H44 -3.481 2.859 -3.840  0.370
C22 4.042 -4.007 -1.942  -0.012
C23 2.285 -4.819 2.106  -0.843
C24 3.371 -3.695 4.157  -1.223
C25 5.056 1.758 -2.945  -0.861
H45 1.265 2.307 -1.156  -0.191
H46 1.846 -0.002 7.874  0.418
H47 -6.489 0.116 -3.969  0.613
H48 -0.059 3.019 0.527  -1.045
H49 0.388 -3.742 2.374  -0.073
H50 2.204 1.921 8.685  0.370
C26 -3.031 5.213 2.302  -0.815
H51 -4.515 -2.142 -2.286  0.598
H52 -1.722 -5.575 -0.947  0.455
C27 0.981 -3.875 -3.794  1.212
H53 -5.568 3.772 4.251  0.418
H54 2.140 -0.080 -3.101  -0.585
H55 0.079 1.650 -2.275  -0.684
C28 -4.303 4.209 2.512  -0.109
C29 1.165 -0.274 7.068  -0.607
H56 -4.791 5.343 4.270  0.424
H57 4.176 1.714 5.290  0.571
C30 2.899 1.968 1.363  1.726
H58 -0.472 0.523 -6.795  0.311
H59 -2.476 3.177 0.701  0.009
H60 -2.868 1.108 4.096  0.466
H61 -2.227 -4.361 1.068  0.277
H62 0.571 3.024 6.313  0.322
H63 1.370 0.292 -5.204  0.025
C31 0.167 -5.879 2.524  -1.837
H64 -9.086 -2.206 -2.313  0.394
C32 -1.896 -3.751 -4.911  -0.946
H65 4.264 3.299 -4.346  0.382
H66 0.569 -6.718 3.093  0.513
H67 -0.134 2.144 7.678  0.391
H68 -1.087 0.520 6.171  0.435
H69 -0.570 3.561 2.056  -0.802
H70 1.220 -2.182 -5.038  0.332
C33 6.011 -3.881 2.488  -0.728
H71 1.009 -1.922 0.300  -0.187
O3 5.233 -4.270 -2.338  -0.843
C34 0.169 1.365 -6.536  -1.651
C35 -1.614 -4.495 -1.048  -1.044
H72 -6.765 -2.029 -1.779  0.296
C36 -1.984 1.228 3.470  -0.493
H73 0.160 -6.286 1.513  0.290
C37 -3.825 -0.023 -4.155  -1.461
C38 -6.081 -0.744 -3.439  -0.992
H74 -8.955 -1.057 -3.717  0.358
C39 2.695 0.789 -2.750  0.401
N3 3.455 -3.929 2.557  0.715
H75 -1.951 0.287 -3.204  -1.453
C40 5.941 -2.581 1.701  -0.660
H76 1.256 3.352 -4.460  0.499
O4 -0.014 -0.789 -1.632  -0.265
H77 0.045 2.018 3.738  -0.273
H78 0.218 -0.620 7.484  0.337
H79 3.241 3.553 6.310  0.332
H80 1.848 2.248 1.430  0.026
H81 4.425 -0.868 1.543  0.317
N4 -2.597 5.351 0.812  0.343
C41 -4.095 -1.215 -1.895  -0.385
H82 2.257 -4.777 1.018  0.336
H83 -2.398 7.467 0.986  0.447
C42 -2.600 0.895 -3.834  2.054
H84 -1.680 0.275 3.038  0.370
H85 -0.844 -5.842 2.928  0.431
C43 2.033 2.652 7.895  -0.771
H86 -2.048 1.123 -4.745  0.569
H87 -4.480 -0.966 -0.905  0.049
N5 -4.771 -0.206 -2.871  0.726
C44 -3.862 2.034 -1.952  0.979
H88 -1.146 -2.008 -6.006  0.612
C45 4.391 3.109 -3.280  -0.937
H89 -1.775 4.038 -0.699  0.306
H90 2.940 1.097 2.017  -0.563
C46 0.780 2.306 7.106  -0.410
C47 3.429 1.563 6.069  -0.771
H91 -2.258 1.926 2.679  -0.435
O5 4.603 2.780 2.826  -0.719
H92 3.253 3.233 -1.462  0.206
H93 0.898 -3.243 -2.910  -0.717
H94 6.796 -4.547 2.130  0.482
C48 -1.890 4.041 0.385  -0.438
H95 -2.075 2.689 -2.868  0.037
H96 1.990 -4.264 -3.932  0.718
H97 2.735 4.225 -2.868  0.468
C49 3.672 -2.559 -1.943  -0.315
C50 -2.196 -5.947 -3.810  -0.966
H98 -4.215 2.988 -1.558  0.153
H99 -3.345 1.622 -1.085  -0.354
O6 3.972 4.097 1.174  -0.728
H100 -7.400 -0.372 -1.765  0.344
C51 -8.447 -1.794 -3.095  -1.352
H101 -2.219 -6.504 -2.873  0.334
H102 6.867 -2.057 1.936  0.450
C52 0.014 -5.033 -3.628  -1.646
H103 5.126 3.886 -3.073  0.517
C53 3.458 -2.638 1.791  -0.553
H104 -0.897 -1.920 -4.318  -0.986
C54 0.920 -4.622 2.736  0.482
C55 3.875 3.071 1.872  0.047
H105 3.252 1.708 0.365  -0.648
H106 4.675 -1.431 3.143  0.317
C56 3.276 2.744 7.039  -0.805
H107 -5.815 -1.460 -4.216  0.461
H108 4.905 -5.581 2.964  0.367
H109 0.495 3.360 -2.468  0.736
H110 -3.380 6.204 2.591  0.606
H111 -0.454 2.248 -6.682  0.381
H112 -5.697 0.866 -1.336  0.534
H113 6.320 -3.662 3.510  0.319
H114 -1.457 -2.853 -2.503  -0.381
H115 0.191 -5.794 -4.387  0.637
H116 -3.963 3.242 2.143  0.191
C57 0.703 -0.909 0.562  0.412
H117 1.515 -1.095 6.441  0.106
H118 1.021 1.403 -7.215  0.467
H119 -4.355 6.336 0.287  0.387
N6 0.903 1.004 6.194  0.350
H120 -1.632 6.668 -0.414  0.398
H121 3.064 -4.677 4.519  0.378
H122 -1.076 2.795 4.779  0.317
C58 0.612 -3.085 -5.090  -1.515
H123 1.891 2.151 4.767  0.358
H124 -5.154 4.605 1.956  0.423
H125 -8.132 -2.618 -3.735  0.351
H126 0.764 -3.764 -5.929  0.521
H127 -2.949 -3.646 -2.545  0.363
H128 -3.575 -1.031 -4.483  0.198
C59 3.106 3.253 -2.542  -0.539
H129 -2.138 4.966 2.877  0.325
C60 -2.381 -3.850 0.118  -1.038